C2H3ClF18O6P3Zn as an isolated structure at a distorted geometry, computed with wB97M-V/def2-TZVPD.

```
34
C2H3ClF18O6P3Zn wB97M-V/def2-TZVPD
Zn 0.0023 0.1942 0.0581
C -0.4353 2.7331 -3.0047
C -0.2692 1.8041 -1.7683
O -0.2479 0.5534 -1.9090
O 0.0796 2.2157 -0.6665
H -0.3718 3.7929 -2.7581
H -1.3516 2.4954 -3.5451
H 0.3390 2.6294 -3.7648
Cl 0.2787 -3.5050 0.5334
O 0.6816 -4.2758 -0.5522
O 0.2231 -2.1160 0.2544
O -0.9824 -3.9592 0.9861
O 1.2696 -3.6472 1.5293
P 3.6133 0.0869 -0.7291
F 4.1726 -1.4148 -0.5547
F 4.1422 0.3936 0.7771
F 5.0448 0.4785 -1.2967
F 3.1458 1.6768 -0.8585
F 3.1507 -0.1367 -2.2769
F 2.1246 -0.3080 -0.2303
P -3.6271 -0.8358 -0.0555
F -3.2548 -1.2993 -1.6110
F -2.1088 -0.6359 0.2331
F -3.7041 0.7796 -0.4155
F -3.8508 -0.3714 1.5162
F -5.2454 -0.9114 -0.3399
F -3.7169 -2.3867 0.4798
P 0.0779 0.8186 2.8725
F -0.9918 1.4549 3.8839
F 0.8079 2.2360 2.9237
F 1.1208 0.5421 4.0522
F 1.1685 0.5016 1.7782
F -0.3845 -0.7424 2.8802
F -0.9006 1.1588 1.5789
```

Computed properties:
**DFT total energy**: -5591.113453 a.u.
**Lowest unoccupied orbital energy**: 0.2476 Ha
**Charge**: -3
**Maximum force**: 0.0709 hartree/bohr
**Kohn-Sham gap**: 8.13 eV